C58H53N6O4RhTe | ωB97M-V/def2-TZVPD

Results
* LUMO: -0.0308 hartree
* frontier orbital gap: 5.65 eV
* maximum force: 0.020 hartree/bohr
* net charge: 0
* HOMO energy: -6.48 eV

Cartesian coordinates (Å):
Rh1 0.40 0.07 -0.51
C1 8.23 4.87 3.14
O1 7.57 3.74 3.68
C2 6.53 3.23 2.96
C3 5.77 2.25 3.60
C4 4.69 1.68 2.96
C5 4.34 2.06 1.66
C6 5.11 3.03 1.03
C7 6.20 3.61 1.67
C8 3.16 1.46 0.97
C9 3.09 0.07 0.89
C10 4.10 -0.86 1.36
C11 3.54 -2.09 1.35
C12 2.20 -1.94 0.84
N1 1.98 -0.63 0.53
C13 1.29 -2.99 0.67
C14 0.16 -2.92 -0.15
C15 -0.70 -4.03 -0.48
C16 -1.59 -3.58 -1.40
C17 -1.31 -2.18 -1.61
C18 -2.10 -1.31 -2.38
C19 -3.16 -1.93 -3.22
C20 -4.50 -1.61 -3.04
C21 -5.50 -2.21 -3.80
C22 -5.16 -3.16 -4.76
O2 -6.06 -3.79 -5.56
C23 -7.42 -3.43 -5.44
C24 -3.83 -3.50 -4.94
C25 -2.85 -2.90 -4.18
C26 -2.04 0.07 -2.29
N2 -1.24 0.77 -1.42
C27 -1.62 2.07 -1.47
C28 -1.08 3.12 -0.72
C29 -1.96 4.30 -0.51
C30 -3.23 4.10 0.01
C31 -4.11 5.16 0.23
C32 -3.71 6.46 -0.07
O3 -4.48 7.56 0.10
C33 -5.83 7.36 0.48
C34 -2.43 6.67 -0.58
C35 -1.58 5.61 -0.80
C36 0.17 3.06 -0.11
C37 0.82 4.15 0.58
C38 2.04 3.71 0.97
C39 2.13 2.32 0.58
N3 0.99 1.97 -0.08
C40 -2.67 2.23 -2.45
C41 -2.90 1.00 -2.98
N4 -0.25 -1.82 -0.84
C42 1.57 -4.24 1.42
C43 1.55 -4.23 2.81
C44 1.74 -5.40 3.55
C45 1.98 -6.60 2.89
O4 2.18 -7.79 3.51
C46 2.01 -7.83 4.92
C47 2.05 -6.61 1.50
C48 1.83 -5.46 0.78
H1 8.92 5.21 3.91
H2 7.53 5.68 2.92
H3 8.79 4.62 2.24
H4 6.05 1.96 4.61
H5 4.09 0.95 3.48
H6 4.87 3.32 0.02
H7 6.79 4.36 1.15
H8 5.11 -0.60 1.63
H9 4.00 -3.03 1.62
H10 -0.62 -5.02 -0.07
H11 -2.38 -4.13 -1.88
H12 -4.78 -0.89 -2.28
H13 -6.53 -1.94 -3.62
H14 -7.96 -4.03 -6.17
H15 -7.57 -2.37 -5.67
H16 -7.80 -3.64 -4.44
H17 -3.58 -4.23 -5.70
H18 -1.81 -3.16 -4.34
H19 -3.54 3.10 0.27
H20 -5.09 4.96 0.64
H21 -6.27 8.35 0.56
H22 -5.91 6.86 1.45
H23 -6.37 6.78 -0.27
H24 -2.14 7.69 -0.81
H25 -0.60 5.81 -1.24
H26 0.40 5.13 0.75
H27 2.79 4.24 1.52
H28 -3.12 3.16 -2.74
H29 -3.59 0.75 -3.77
H30 1.36 -3.30 3.33
H31 1.68 -5.35 4.63
H32 2.19 -8.86 5.21
H33 0.99 -7.55 5.20
H34 2.72 -7.18 5.43
H35 2.26 -7.55 1.01
H36 1.89 -5.48 -0.30
C49 -2.74 -2.49 2.31
C50 -3.17 -1.04 2.05
C51 -4.55 -1.03 1.39
C52 -3.20 -0.25 3.36
N5 -2.26 -0.46 1.05
N6 -0.93 -0.21 1.47
H37 -3.43 -2.97 2.99
H38 -1.74 -2.54 2.75
H39 -2.72 -3.04 1.36
H40 -5.24 -1.66 1.95
H41 -4.47 -1.41 0.37
H42 -4.95 -0.01 1.36
H43 -3.98 -0.64 4.02
H44 -3.41 0.80 3.17
H45 -2.25 -0.32 3.90
H46 -2.63 0.41 0.68
H47 -0.52 -1.08 1.78
H48 -0.87 0.47 2.23
Te1 1.33 -0.31 -3.07
C53 3.29 0.41 -3.34
C54 3.68 1.66 -2.86
C55 4.98 2.12 -3.06
C56 5.90 1.34 -3.74
C57 5.52 0.09 -4.22
C58 4.22 -0.37 -4.02
H49 2.96 2.27 -2.32
H50 5.27 3.09 -2.67
H51 6.91 1.69 -3.90
H52 6.23 -0.54 -4.74
H53 3.93 -1.35 -4.39



C3H5NO2 | ωB97M-V/def2-TZVPD

Results
* LUMO: 0.0312 hartree
* frontier orbital gap: 11.61 eV
* maximum force: 0.012 hartree/bohr
* net charge: 0
* HOMO energy: -10.76 eV
* SMILES: [H]/N=C(/C)OC=O

Cartesian coordinates (Å):
H1 -1.58 -0.72 -1.42
N1 -1.23 -1.13 -0.55
C1 -0.53 -0.33 0.10
C2 0.15 -0.64 1.40
O1 -0.31 1.02 -0.26
C3 0.61 1.24 -1.24
O2 1.00 0.42 -2.02
H2 -0.52 -0.48 2.25
H3 1.01 0.02 1.52
H4 0.47 -1.68 1.41
H5 0.93 2.28 -1.20



CH4NO | ωB97M-V/def2-TZVPD

Results
* LUMO (alpha / beta): 0.1654 / 0.1756 hartree
* frontier orbital gap (alpha / beta): 5.47 / 7.57 eV
* maximum force: 0.062 hartree/bohr
* net charge: -1
* HOMO energy (alpha / beta): -0.98 / -2.80 eV

Cartesian coordinates (Å):
C1 0.01 0.57 -0.12
N1 1.24 -0.08 -0.56
O1 2.27 0.18 0.17
H1 -0.24 1.49 -0.70
H2 -0.80 -0.15 -0.44
H3 -0.05 1.01 0.82
H4 0.82 -2.29 0.65



C18H33Cl12Mg2O6 | ωB97M-V/def2-TZVPD

Results
* LUMO: -0.1578 hartree
* frontier orbital gap: 8.26 eV
* maximum force: 0.073 hartree/bohr
* net charge: +1
* HOMO energy: -12.55 eV

Cartesian coordinates (Å):
Mg1 -1.51 -1.57 -2.23
Mg2 -3.43 1.05 -1.05
C1 0.40 0.43 0.72
C2 -0.47 -0.31 -0.30
O1 -0.11 -1.35 -0.88
O2 -1.57 0.10 -0.75
H1 0.46 1.49 0.47
H2 1.35 -0.04 0.95
H3 -0.01 0.50 1.73
C3 -3.36 0.90 -5.37
C4 -2.80 0.74 -3.92
O3 -3.36 1.33 -2.95
O4 -2.04 -0.25 -3.65
H4 -4.02 1.77 -5.32
H5 -4.04 0.15 -5.77
H6 -2.57 1.02 -6.11
C5 -5.41 -2.91 -0.88
C6 -4.21 -1.98 -1.11
O5 -3.21 -2.36 -1.74
O6 -4.20 -0.78 -0.77
H7 -6.00 -2.50 -0.06
H8 -5.30 -3.95 -0.58
H9 -6.01 -3.05 -1.78
Cl1 -0.98 3.81 -6.30
C7 -0.20 2.77 -5.01
C8 -0.45 3.37 -3.58
Cl2 0.52 2.53 -2.34
H10 0.86 2.69 -5.26
H11 -0.42 1.71 -5.16
H12 -1.45 3.35 -3.13
H13 -0.15 4.41 -3.55
Cl3 2.87 3.06 2.42
C9 2.81 3.55 0.65
C10 2.43 5.01 0.48
Cl4 0.76 5.28 1.05
H14 2.01 2.95 0.23
H15 3.76 3.26 0.21
H16 2.47 5.41 -0.53
H17 3.03 5.67 1.12
Cl5 1.22 -0.34 4.75
C11 2.68 -0.02 3.84
C12 3.65 -1.17 4.16
Cl6 2.91 -2.69 3.52
H18 3.07 0.96 4.09
H19 2.46 -0.02 2.77
H20 3.93 -1.20 5.21
H21 4.54 -1.10 3.53
Cl7 6.05 -0.30 1.20
C13 4.78 -0.39 -0.05
C14 5.34 0.16 -1.39
Cl8 5.52 1.89 -1.11
H22 3.81 0.04 0.19
H23 4.51 -1.44 -0.20
H24 4.62 0.14 -2.21
H25 6.31 -0.26 -1.66
Cl9 -3.53 0.76 2.92
C15 -2.89 -0.90 3.03
C16 -2.98 -1.39 4.42
Cl10 -2.02 -0.35 5.49
H26 -1.83 -0.88 2.82
H27 -3.37 -1.58 2.33
H28 -2.60 -2.40 4.49
H29 -4.01 -1.50 4.77
Cl11 0.77 -4.69 -0.23
C17 0.61 -4.77 1.54
C18 -0.11 -3.57 2.00
Cl12 -1.85 -3.66 1.48
H30 1.63 -4.81 1.93
H31 0.07 -5.68 1.80
H32 0.34 -2.70 1.52
H33 -0.08 -3.41 3.08



C27H30N4O4 | ωB97M-V/def2-TZVPD

Results
* LUMO: 0.0182 hartree
* frontier orbital gap: 9.15 eV
* maximum force: 0.019 hartree/bohr
* net charge: 0
* HOMO energy: -8.65 eV
* SMILES: O=C(NC1CCCCC1)C(=O)N(Cc1cccnc1)[C@H](C(=O)NCc1ccco1)c1ccccc1

Cartesian coordinates (Å):
O1 2.21 1.04 -1.75
C1 1.05 0.73 -1.56
N1 0.13 0.51 -2.50
C2 0.35 0.58 -3.94
C3 1.41 -0.43 -4.36
C4 1.62 -0.38 -5.87
C5 2.02 1.03 -6.30
C6 0.97 2.04 -5.87
C7 0.77 1.99 -4.36
C8 0.43 0.61 -0.17
O2 -0.77 0.89 -0.03
N2 1.22 0.23 0.84
C9 2.50 -0.41 0.60
C10 2.41 -1.50 -0.44
C11 3.47 -1.73 -1.31
C12 3.35 -2.73 -2.26
C13 2.17 -3.45 -2.31
N3 1.16 -3.24 -1.49
C14 1.29 -2.30 -0.57
C15 0.75 0.30 2.23
C16 -0.08 -0.94 2.59
O3 0.31 -1.75 3.40
N4 -1.22 -1.05 1.89
C17 -2.21 -2.07 2.16
C18 -3.47 -1.46 2.66
C19 -4.70 -1.31 2.09
C20 -5.49 -0.60 3.03
C21 -4.68 -0.36 4.09
O4 -3.46 -0.88 3.88
C22 0.02 1.60 2.52
C23 0.48 2.79 1.96
C24 -0.15 3.98 2.24
C25 -1.24 4.01 3.09
C26 -1.68 2.84 3.68
C27 -1.05 1.64 3.39
H1 -0.82 0.39 -2.16
H2 -0.60 0.32 -4.41
H3 1.10 -1.44 -4.05
H4 2.35 -0.19 -3.85
H5 2.38 -1.10 -6.16
H6 0.69 -0.66 -6.38
H7 2.15 1.06 -7.39
H8 2.98 1.28 -5.84
H9 0.03 1.82 -6.38
H10 1.28 3.05 -6.17
H11 0.00 2.71 -4.06
H12 1.70 2.24 -3.85
H13 2.83 -0.86 1.55
H14 3.24 0.33 0.29
H15 4.37 -1.13 -1.25
H16 4.15 -2.93 -2.96
H17 2.02 -4.23 -3.05
H18 0.43 -2.18 0.09
H19 1.64 0.27 2.87
H20 -1.47 -0.29 1.25
H21 -1.77 -2.73 2.92
H22 -2.42 -2.64 1.25
H23 -5.01 -1.66 1.13
H24 -6.52 -0.30 2.91
H25 -4.85 0.14 5.03
H26 1.33 2.78 1.29
H27 0.20 4.90 1.78
H28 -1.74 4.95 3.31
H29 -2.52 2.85 4.36
H30 -1.40 0.73 3.87



C3H9NO2S2 | ωB97M-V/def2-TZVPD

Results
* LUMO: -0.0050 hartree
* frontier orbital gap: 9.01 eV
* maximum force: 0.042 hartree/bohr
* net charge: 0
* HOMO energy: -9.14 eV
* SMILES: O=CNCCSS.O

Cartesian coordinates (Å):
O1 2.72 -1.98 -0.33
C1 1.74 -1.43 0.09
N1 0.74 -0.98 -0.75
C2 -0.27 -0.06 -0.29
C3 -1.66 -0.66 -0.03
S1 -2.68 0.81 0.44
S2 -4.69 0.13 -0.22
H1 1.48 -1.14 1.13
H2 0.99 -0.91 -1.72
H3 -0.12 0.28 0.75
H4 -0.34 0.82 -0.93
H5 -1.81 -1.42 0.75
H6 -2.18 -1.03 -0.92
H7 -5.13 0.13 1.03
O2 3.56 2.12 0.43
H8 3.22 2.86 -0.08
H9 4.43 2.48 0.64



C3H7NO3 | ωB97M-V/def2-TZVPD

Results
* LUMO: 0.0223 hartree
* frontier orbital gap: 10.74 eV
* maximum force: 0.111 hartree/bohr
* net charge: 0
* HOMO energy: -10.14 eV
* SMILES: O=C(O)NCCO

Cartesian coordinates (Å):
O1 2.38 -0.67 1.17
C1 1.29 -0.29 0.80
O2 1.20 1.03 0.36
N1 0.11 -0.92 0.54
C2 -1.17 -0.44 0.12
C3 -1.03 0.50 -1.02
O3 -2.32 0.65 -1.71
H1 2.07 1.38 0.60
H2 0.09 -1.83 1.01
H3 -1.71 0.18 0.86
H4 -1.92 -1.24 0.04
H5 -0.69 1.44 -0.75
H6 -0.41 0.02 -1.78
H7 -2.87 -0.15 -1.72



C33H24N4O4S3W | ωB97M-V/def2-TZVPD

Results
* LUMO (alpha / beta): -0.0703 / -0.0597 hartree
* spin multiplicity: 3
* frontier orbital gap (alpha / beta): 6.24 / 7.12 eV
* maximum force: 0.021 hartree/bohr
* net charge: 0
* HOMO energy (alpha / beta): -8.15 / -8.74 eV

Cartesian coordinates (Å):
W1 0.85 -0.59 0.96
C1 5.30 -1.27 0.60
C2 5.76 0.02 0.34
C3 4.86 1.07 0.28
C4 3.50 0.81 0.47
C5 3.01 -0.48 0.72
C6 3.95 -1.50 0.79
C7 2.50 1.88 0.42
C8 2.83 3.23 0.62
C9 1.85 4.17 0.69
C10 0.51 3.80 0.43
C11 -0.53 4.76 0.40
C12 -1.79 4.39 0.04
C13 -2.04 3.06 -0.36
C14 -1.05 2.11 -0.32
C15 0.24 2.45 0.13
N1 1.23 1.49 0.25
H1 6.01 -2.09 0.66
H2 6.82 0.20 0.18
H3 5.22 2.07 0.07
H4 3.63 -2.51 1.03
H5 3.86 3.50 0.79
H6 2.08 5.20 0.91
H7 -0.30 5.78 0.67
H8 -2.60 5.11 0.02
H9 -3.03 2.78 -0.70
H10 -1.25 1.10 -0.63
S1 -1.52 -0.70 1.30
C16 -1.79 0.56 2.49
C17 -3.06 1.11 2.62
C18 -3.29 2.15 3.50
C19 -4.60 2.73 3.58
N2 -5.66 3.18 3.63
C20 -2.24 2.64 4.29
C21 -0.98 2.08 4.17
C22 -0.73 1.05 3.27
S2 0.88 0.38 3.14
C23 -2.44 3.74 5.19
N3 -2.59 4.63 5.90
H11 -3.88 0.73 2.02
H12 -0.17 2.46 4.78
C24 -3.56 0.12 -2.54
C25 -2.55 -0.95 -2.85
C26 -1.24 -0.63 -3.20
C27 -0.32 -1.61 -3.50
C28 -0.71 -2.94 -3.45
C29 -2.01 -3.29 -3.12
C30 -2.92 -2.29 -2.81
S3 0.49 -4.20 -3.76
O1 -0.20 -5.42 -4.02
O2 1.47 -3.68 -4.67
N4 1.27 -4.40 -2.32
C31 0.49 -4.92 -1.20
C32 1.09 -4.53 0.14
C33 0.98 -3.06 0.42
O3 0.67 -2.23 -0.48
O4 1.22 -2.57 1.58
H13 -3.15 1.11 -2.72
H14 -3.87 0.06 -1.49
H15 -4.45 0.01 -3.15
H16 -0.95 0.42 -3.26
H17 0.69 -1.36 -3.79
H18 -2.31 -4.33 -3.12
H19 -3.94 -2.56 -2.56
H20 1.85 -3.60 -2.12
H21 0.47 -6.01 -1.29
H22 -0.54 -4.56 -1.24
H23 2.14 -4.82 0.22
H24 0.57 -5.04 0.95



C18H24CoN7 | ωB97M-V/def2-TZVPD

Results
* LUMO (alpha / beta): -0.2082 / -0.2957 hartree
* spin multiplicity: 5
* frontier orbital gap (alpha / beta): 8.94 / 6.47 eV
* maximum force: 0.028 hartree/bohr
* net charge: +2
* HOMO energy (alpha / beta): -14.61 / -14.51 eV

Cartesian coordinates (Å):
Co1 0.33 0.04 -0.24
C1 1.17 1.97 0.48
C2 2.23 1.05 0.52
C3 2.02 0.22 1.67
C4 0.77 0.57 2.25
C5 0.26 1.66 1.56
H1 1.15 2.85 -0.14
H2 3.13 1.09 -0.07
H3 2.70 -0.52 2.05
H4 0.33 0.12 3.13
H5 -0.60 2.22 1.86
N1 -1.37 -0.53 -4.07
C6 -0.76 -1.76 -4.12
C7 -0.08 -1.89 -2.95
N2 -0.25 -0.76 -2.19
C8 -1.03 0.04 -2.90
C9 -1.47 1.27 -2.29
N3 -1.18 1.50 -1.02
C10 -1.73 2.71 -0.71
C11 -2.37 3.21 -1.80
N4 -2.19 2.29 -2.80
H6 -1.95 -0.14 -4.79
H7 -0.87 -2.43 -4.96
H8 0.50 -2.73 -2.61
H9 -1.66 3.16 0.27
H10 -2.92 4.13 -1.95
H11 -2.53 2.39 -3.74
C12 -1.79 -4.94 0.37
C13 -2.15 -3.61 1.01
N5 -1.12 -2.63 0.68
C14 0.17 -2.92 0.36
N6 0.98 -1.91 0.07
C15 2.39 -2.18 -0.24
C16 2.61 -3.57 -0.81
C17 1.95 -4.57 0.12
N7 0.56 -4.21 0.36
C18 -0.36 -5.28 0.76
H12 -1.86 -4.86 -0.71
H13 -2.46 -5.71 0.71
H14 -2.23 -3.72 2.09
H15 -3.11 -3.25 0.64
H16 -1.35 -1.66 0.77
H17 3.00 -2.08 0.66
H18 2.74 -1.43 -0.95
H19 3.67 -3.78 -0.88
H20 2.19 -3.65 -1.81
H21 2.49 -4.61 1.08
H22 1.97 -5.57 -0.30
H23 -0.29 -5.44 1.84
H24 -0.04 -6.19 0.28



H8O4 | ωB97M-V/def2-TZVPD

Results
* LUMO: -0.0061 hartree
* frontier orbital gap: 8.07 eV
* maximum force: 0.218 hartree/bohr
* net charge: 0
* HOMO energy: -8.24 eV

Cartesian coordinates (Å):
O1 -0.07 -0.41 2.40
H1 -0.28 0.48 2.13
H2 0.77 -0.33 2.85
O2 0.24 0.97 -1.17
H3 -0.04 1.74 -1.66
H4 1.10 1.21 -0.82
O3 0.12 -1.06 -0.02
H5 -0.20 -1.09 0.88
H6 0.36 -0.14 -0.16
O4 -0.82 -0.57 -1.82
H7 -0.12 0.07 -1.67
H8 -1.07 -0.86 -0.94



C4H5NO | ωB97M-V/def2-TZVPD

Results
* LUMO: -0.0031 hartree
* frontier orbital gap: 9.74 eV
* maximum force: 0.066 hartree/bohr
* net charge: 0
* HOMO energy: -9.82 eV
* SMILES: C[C@H](C#N)C=O

Cartesian coordinates (Å):
C1 1.17 -0.19 0.59
C2 -0.29 0.28 0.46
C3 -0.91 -1.22 0.29
N1 -1.11 -1.66 -0.79
C4 -0.79 0.81 -0.86
O1 -1.13 0.06 -1.75
H1 1.19 -0.87 1.44
H2 1.45 -0.76 -0.30
H3 1.89 0.61 0.76
H4 -0.45 1.09 1.23
H5 -1.02 1.85 -1.06



| no. | DFT total energy (eV) |
| --- | --- |
| 1 | -88438.795 |
| 2 | -8776.729 |
| 3 | -4634.363 |
| 4 | -192647.385 |
| 5 | -42637.636 |
| 6 | -30511.996 |
| 7 | -10856.738 |
| 8 | -83094.094 |
| 9 | -67099.337 |
| 10 | -8314.943 |
| 11 | -7762.928 |